{"formula": "C6H16N2OS", "method": "ωB97M-V/def2-TZVPD", "species": ["S", "O", "N", "N", "C", "C", "C", "C", "C", "C", "H", "H", "H", "H", "H", "H", "H", "H", "H", "H", "H", "H", "H", "H", "H", "H"], "coordinates": [[-1.5781, -0.0175, -0.5768], [-2.2594, -0.1803, 0.8724], [-2.1798, -1.4630, -1.2583], [-2.4697, 1.0388, -1.3628], [0.9550, -0.9743, 0.2932], [1.4816, 2.2343, -0.9222], [0.8891, -0.6137, 1.7247], [-3.6154, 0.0640, 1.2767], [1.7608, -0.3787, -0.5981], [2.4490, 0.9813, -0.5213], [1.3912, 0.2636, 1.8597], [-3.9815, -0.9277, 1.4835], [-2.0180, -1.6046, -2.1941], [-1.9809, -2.3840, -0.7329], [0.7068, 2.3161, -0.1101], [-3.6292, 0.6720, 2.2285], [3.2800, 0.9258, -1.1147], [1.6942, -0.9190, -1.6605], [2.1339, 3.1166, -0.8804], [0.4154, -1.8840, 0.1055], [0.8531, 2.0106, -1.7592], [-1.8527, 1.6407, -1.7919], [-4.1744, 0.4401, 0.4148], [2.7191, 1.1584, 0.5836], [-0.2032, -0.4850, 1.9012], [1.2564, -1.3740, 2.3298]], "forces_ev_per_angstrom": [[-2.8, 1.6, -1.5], [1.1, -0.1, 0.7], [-0.4, -2.1, 4.3], [-0.4, -3.0, 1.7], [2.3, 0.0, 0.2], [0.6, -1.9, 2.6], [-3.2, -0.2, -1.6], [0.0, -0.3, -0.3], [-1.4, -1.3, -2.5], [-3.4, 0.3, 2.9], [1.2, 2.4, 0.9], [-0.5, -0.3, 0.3], [0.5, 0.2, -2.7], [-0.2, 2.2, -0.9], [0.9, 0.1, -0.4], [0.1, -0.4, -1.4], [2.3, 0.3, -1.4], [0.4, 1.5, 2.1], [-0.7, 0.0, -0.7], [0.0, -0.4, -0.8], [0.3, 0.3, -1.1], [1.8, 2.0, -1.0], [0.0, 0.5, 0.5], [0.0, -0.2, -1.7], [0.7, 0.1, 0.6], [0.7, -1.4, 1.2]], "nbo_charge": [1.512, -0.752, -1.067, -1.125, -0.175, -0.610, -0.660, -0.265, -0.202, -0.426, 0.202, 0.184, 0.384, 0.380, 0.203, 0.199, 0.206, 0.186, 0.218, 0.187, 0.207, 0.349, 0.223, 0.198, 0.228, 0.215], "e_above_lowest_kcal_mol": 23.2, "orbital_gap_ev": 9.206, "homo_ev": -8.44, "e_lumo_ev": 0.77, "total_charge": 0}